(P)
DFT (the ωB97M-V functional and the def2-TZVPD basis) results for a single C5H7Cl2N molecule.

Calculated values
E_LUMO: 0.029 Eh
HOMO energy: -9.49 eV
Kohn-Sham gap: 10.3 eV

```
! RIJCOSX wB97M-V def2-TZVPD def2/J DEFGRID3
* xyz 0 1
C -0.11 2.11 0.87
C -0.55 1.01 0.29
C -1.96 0.65 -0.14
N -1.89 -0.62 -0.84
C -0.55 -0.78 -1.26
C 0.26 -0.18 -0.14
Cl 0.30 -1.25 1.28
Cl 1.95 0.30 -0.71
H 0.88 2.15 1.27
H -0.78 2.92 1.16
H -2.28 1.45 -0.82
H -2.70 0.60 0.73
H -2.09 -1.35 -0.17
H -0.31 -0.24 -2.22
H -0.34 -1.86 -1.45
*
```

Results of the Mulliken charge analysis, in e, for atoms 1 through 2: -1.00, 0.22

=====

(Q)
DFT (the ωB97M-V functional and the def2-TZVPD basis) results for 2 unconnected molecules or ions with the total composition C5H7Cl2N.

Calculated values
E_LUMO (alpha / beta): -0.018 / -0.040 Eh
HOMO energy (alpha / beta): -9.10 / -8.54 eV
Kohn-Sham gap (alpha / beta): 8.6 / 7.5 eV

```
! RIJCOSX wB97M-V def2-TZVPD def2/J DEFGRID3
* xyz 0 1
C 2.70 0.20 -0.53
C -1.25 -0.10 0.66
C 2.03 -0.43 0.48
C -0.07 0.73 -1.49
C -0.24 0.76 -0.01
N 3.15 0.78 -1.42
Cl -0.15 -0.94 -2.11
Cl 0.02 2.31 0.67
H -2.25 0.19 0.33
H -1.10 -1.14 0.40
H -1.20 0.02 1.74
H 2.11 -0.05 1.48
H 1.68 -1.43 0.34
H -0.86 1.29 -2.01
H 0.90 1.14 -1.80
*
```

Results of the Mulliken charge analysis, in e, for atoms 1 through 2: 0.69, -1.20

=====

Most stable one: (P), least stable one: (Q).

=====

(P)
DFT (the ωB97M-V functional and the def2-TZVPD basis) results for a single C4H3FS molecule.

Calculated values
E_LUMO: 0.009 Eh
HOMO energy: -9.26 eV
Kohn-Sham gap: 9.5 eV

```
! RIJCOSX wB97M-V def2-TZVPD def2/J DEFGRID3
* xyz 0 1
C 0.13 0.76 -0.03
C -0.36 -0.25 -0.71
C 0.65 -0.56 0.42
C 2.87 0.62 0.26
F 4.17 0.65 -0.15
S 2.43 -0.96 -0.05
H -0.02 1.84 0.20
H -0.85 -0.61 -1.60
H 0.47 -0.97 1.30
*
```

Results of the Mulliken charge analysis, in e, for atoms 1 through 2: -0.26, -0.25

=====

(Q)
DFT (the ωB97M-V functional and the def2-TZVPD basis) results for a single C4H3FS molecule.

Calculated values
E_LUMO (alpha / beta): 0.002 / 0.002 Eh
HOMO energy (alpha / beta): -7.63 / -7.63 eV
Kohn-Sham gap (alpha / beta): 7.7 / 7.7 eV

```
! RIJCOSX wB97M-V def2-TZVPD def2/J DEFGRID3
* xyz 0 1
C 0.60 -0.81 -0.28
C 0.93 0.43 -0.70
C -0.44 -1.08 0.62
C -0.66 1.42 0.34
F -1.12 2.57 -0.11
S -1.41 0.19 1.11
H 1.28 -1.63 -0.41
H 1.40 1.07 -1.33
H -0.59 -2.16 0.77
*
```

Results of the Mulliken charge analysis, in e, for atoms 1 through 2: -0.28, -0.50

=====

Most stable one: (Q), least stable one: (P).

=====

(P)
DFT (the ωB97M-V functional and the def2-TZVPD basis) results for a single C4H8FNO molecule.

Calculated values
E_LUMO: 0.033 Eh
HOMO energy: -10.11 eV
Kohn-Sham gap: 11.0 eV

```
! RIJCOSX wB97M-V def2-TZVPD def2/J DEFGRID3
* xyz 0 1
C -1.27 1.16 -0.84
C -1.13 0.11 0.20
O -2.06 -0.40 0.76
C 0.32 -0.22 0.45
C 1.27 -0.30 -0.70
N 0.42 -1.48 1.37
F 0.77 0.87 1.31
H -0.86 2.15 -0.56
H -0.87 0.83 -1.81
H -2.40 1.26 -1.06
H 2.14 0.46 -0.65
H 1.66 -1.30 -0.59
H 0.75 -0.22 -1.66
H -0.13 -1.26 2.27
H 1.40 -1.66 1.51
*
```

Results of the Mulliken charge analysis, in e, for atoms 1 through 2: -1.14, 0.31

=====

(Q)
DFT (the ωB97M-V functional and the def2-TZVPD basis) results for a molecular structure, C4H8FNO.

Calculated values
E_LUMO: 0.036 Eh
HOMO energy: -8.80 eV
Kohn-Sham gap: 9.8 eV

```
! RIJCOSX wB97M-V def2-TZVPD def2/J DEFGRID3
* xyz 0 1
C 1.86 0.07 0.95
C 1.29 -0.02 -1.16
C 0.41 -0.74 -0.12
C -1.34 0.68 0.53
N -1.03 -0.60 0.01
O 2.01 0.74 -0.34
F 0.75 -2.07 -0.10
H 1.70 0.70 1.89
H 2.77 -0.57 1.10
H 1.89 -0.86 -1.60
H 0.80 0.60 -1.90
H -1.35 0.69 1.61
H -0.60 1.26 0.09
H -2.32 1.03 0.20
H -1.48 -1.33 0.60
*
```

Results of the Mulliken charge analysis, in e, for atoms 1 through 2: -0.43, -0.41

=====

Most stable one: (P), least stable one: (Q).

=====

(P)
DFT (the ωB97M-V functional and the def2-TZVPD basis) results for a single C4H8FNO molecule.

Calculated values
E_LUMO: 0.034 Eh
HOMO energy: -9.31 eV
Kohn-Sham gap: 10.2 eV

```
! RIJCOSX wB97M-V def2-TZVPD def2/J DEFGRID3
* xyz 0 1
O 0.36 2.16 -0.42
C -0.35 1.04 0.05
C 0.30 0.30 1.23
N 0.85 -0.94 0.63
C -0.18 -1.35 -0.32
C -0.48 -0.04 -1.06
F 0.51 0.18 -2.00
H 1.02 1.79 -1.03
H -1.36 1.39 0.38
H -0.46 0.10 2.03
H 1.10 0.93 1.66
H 1.03 -1.62 1.33
H 0.23 -2.14 -0.99
H -1.12 -1.72 0.13
H -1.44 -0.07 -1.61
*
```

Results of the Mulliken charge analysis, in e, for atoms 1 through 2: -0.55, -0.05

=====

(Q)
DFT (the ωB97M-V functional and the def2-TZVPD basis) results for a single C4H8FNO molecule.

Calculated values
E_LUMO: 0.035 Eh
HOMO energy: -8.57 eV
Kohn-Sham gap: 9.5 eV

```
! RIJCOSX wB97M-V def2-TZVPD def2/J DEFGRID3
* xyz 0 1
C 2.57 0.54 -0.17
O 2.09 -0.79 -0.16
C 0.76 -0.91 0.00
C -0.24 0.02 0.14
F -0.02 1.37 0.19
C -1.64 -0.35 0.45
N -2.49 -0.01 -0.67
H 2.36 1.02 -1.15
H 2.12 1.08 0.64
H 3.69 0.43 -0.07
H 0.34 -1.94 -0.02
H -1.92 0.16 1.36
H -1.68 -1.43 0.69
H -2.52 0.97 -0.87
H -3.43 -0.18 -0.36
*
```

Results of the Mulliken charge analysis, in e, for atoms 1 through 2: -0.66, -0.36

=====

Most stable one: (P), least stable one: (Q).

=====

(P)
DFT (the ωB97M-V functional and the def2-TZVPD basis) results for a gas-phase ion, C3H8NO3S (charge -1).

Calculated values
E_LUMO: 0.148 Eh
HOMO energy: -4.14 eV
Kohn-Sham gap: 8.2 eV

```
! RIJCOSX wB97M-V def2-TZVPD def2/J DEFGRID3
* xyz -1 1
C 1.04 1.47 1.13
C 1.30 0.06 0.84
C 0.43 -0.40 -0.40
N -0.97 -0.33 -0.04
O -1.35 0.74 -2.36
O -2.33 -1.51 -1.94
O -1.43 -1.66 0.46
S -2.16 -0.09 -1.46
H 0.54 1.50 2.11
H 2.10 2.03 1.10
H 0.43 1.81 0.35
H 0.87 -0.49 1.70
H 2.33 -0.21 0.67
H 0.49 0.41 -1.20
H 0.76 -1.40 -0.65
H -2.04 -1.93 -0.31
*
```

Results of the Mulliken charge analysis, in e, for atoms 1 through 2: -0.86, -0.47

=====

(Q)
DFT (the ωB97M-V functional and the def2-TZVPD basis) results for 2 unconnected molecules or ions with the total composition C3H8NO3S.

Calculated values
E_LUMO: 0.118 Eh
HOMO energy: -4.48 eV
Kohn-Sham gap: 7.7 eV

```
! RIJCOSX wB97M-V def2-TZVPD def2/J DEFGRID3
* xyz -1 1
O 1.02 2.03 1.23
C 0.29 1.54 0.35
O -0.15 2.07 -0.71
C -0.13 0.02 0.53
C 0.91 -0.71 -0.30
S 0.64 -2.56 -0.29
N -0.06 -0.41 1.92
H -1.15 -0.04 0.16
H 0.77 -0.41 -1.34
H 1.93 -0.56 0.00
H 0.25 -2.72 0.95
H -0.80 0.02 2.46
H 0.84 -0.10 2.29
H -1.29 -0.14 -2.62
H -1.28 1.31 -2.04
O -1.81 0.66 -2.58
*
```

Results of the Mulliken charge analysis, in e, for atoms 1 through 2: -0.73, 0.51

=====

Most stable one: (Q), least stable one: (P).

=====

(P)
DFT (the ωB97M-V functional and the def2-TZVPD basis) results for a molecular structure, C4H6N4O.

Calculated values
E_LUMO: -0.009 Eh
HOMO energy: -8.03 eV
Kohn-Sham gap: 7.8 eV

```
! RIJCOSX wB97M-V def2-TZVPD def2/J DEFGRID3
* xyz 0 1
C 0.85 0.33 0.24
C -1.09 -0.66 -0.07
C -1.85 0.65 -0.25
C -1.00 1.75 0.04
H 1.71 -1.38 0.68
H 3.38 -1.16 0.11
H -1.33 -2.63 0.86
H -2.96 -1.67 -0.63
H -2.94 0.53 -0.52
H -1.32 2.69 0.43
N 2.48 -1.00 -0.28
N 2.09 0.51 -0.31
N 0.11 -0.83 0.48
N -1.76 -1.83 -0.12
O 0.20 1.66 0.11
*
```

Results of the Mulliken charge analysis, in e, for atoms 1 through 2: 0.36, 0.83

=====

(Q)
DFT (the ωB97M-V functional and the def2-TZVPD basis) results for a single C4H6N4O molecule.

Calculated values
E_LUMO: 0.025 Eh
HOMO energy: -9.00 eV
Kohn-Sham gap: 9.7 eV

```
! RIJCOSX wB97M-V def2-TZVPD def2/J DEFGRID3
* xyz 0 1
N 0.22 2.24 1.28
N 0.27 0.94 1.88
C 0.09 -0.25 1.23
O 0.08 -1.22 1.96
C -0.05 -0.38 -0.24
C -0.49 -1.45 -0.85
N -0.42 -1.11 -2.21
C 0.02 0.16 -2.29
N 0.35 0.61 -1.07
H 0.74 2.32 0.52
H -0.91 2.47 1.02
H 0.29 1.04 3.02
H -0.89 -2.36 -0.55
H -0.48 -1.66 -2.88
H 0.30 0.73 -3.01
*
```

Results of the Mulliken charge analysis, in e, for atoms 1 through 2: -0.72, -0.09

=====

Most stable one: (Q), least stable one: (P).